# 1
{
  "formula": "C4H6N2O",
  "method": "ωB97M-V with the def2-TZVPD basis set",
  "energy_ha": -340.641797,
  "homo_lumo_gap_ev": 7.75,
  "e_homo_ha": -0.2789,
  "smiles": "NC1=C=CN[C@@H]1O",
  "elements": ["N", "C", "C", "O", "N", "C", "C", "H", "H", "H", "H", "H", "H"],
  "xyz": [[-0.308, -0.089, -1.938], [-0.452, -0.210, -0.548], [0.696, 0.367, 0.230], [1.426, 1.510, -0.035], [0.275, 0.194, 1.565], [-0.783, -0.650, 1.527], [-1.250, -1.019, 0.241], [-0.774, 0.761, -2.244], [-0.750, -0.871, -2.406], [1.522, 1.541, -0.998], [0.790, 0.529, 2.367], [-1.168, -0.998, 2.486], [1.206, -0.581, -0.084]],
  "forces_ev_per_a": [[-0.445, -0.148, 0.048], [-0.420, 0.122, -0.103], [0.032, -0.660, -0.088], [-0.294, 0.118, -0.204], [-0.046, -0.302, -0.008], [0.062, 0.063, 0.196], [0.134, 0.405, -0.013], [0.226, 0.001, -0.144], [-0.152, 0.025, -0.008], [0.082, 0.079, 0.140], [-0.130, -0.145, -0.086], [0.024, 0.114, -0.205], [0.928, 0.329, 0.476]]
}

***

# 2
{
  "formula": "C4H6N2O",
  "method": "ωB97M-V with the def2-TZVPD basis set",
  "energy_ha": -340.749961,
  "homo_lumo_gap_ev": 9.58,
  "e_homo_ha": -0.3192,
  "smiles": "Cc1cc(O)n[nH]1",
  "elements": ["C", "C", "C", "C", "O", "N", "N", "H", "H", "H", "H", "H", "H"],
  "xyz": [[-2.017, -0.069, -0.077], [-0.534, -0.004, -0.054], [0.427, -0.097, -1.045], [1.638, 0.030, -0.321], [2.949, -0.122, -0.595], [1.436, 0.234, 0.964], [0.111, 0.162, 1.119], [-2.445, 0.916, 0.134], [-2.377, -0.771, 0.683], [-2.367, -0.404, -1.053], [0.241, -0.250, -2.101], [3.203, -0.113, 0.355], [-0.264, 0.488, 1.992]],
  "forces_ev_per_a": [[-0.170, 0.017, -0.087], [-0.036, 0.072, 0.075], [0.039, -0.080, 0.142], [-0.219, -0.040, 0.564], [-0.003, 0.041, -0.032], [-0.093, -0.125, 0.016], [-0.459, 0.343, 0.004], [-0.063, -0.120, -0.070], [-0.002, 0.103, -0.151], [-0.038, 0.052, 0.077], [0.211, -0.034, 0.280], [1.089, -0.063, -0.799], [-0.256, -0.166, -0.019]]
}

***

# 3
{
  "formula": "C4H6N2O",
  "method": "ωB97M-V with the def2-TZVPD basis set",
  "energy_ha": -340.608280,
  "homo_lumo_gap_ev": 8.86,
  "e_homo_ha": -0.3151,
  "smiles": "C[C@@]1(N=O)C=C1N",
  "elements": ["C", "C", "N", "O", "C", "N", "C", "H", "H", "H", "H", "H", "H"],
  "xyz": [[0.914, 0.554, 1.491], [0.522, 0.097, 0.092], [1.348, 0.811, -0.916], [0.783, 0.919, -1.977], [-0.775, -0.433, -0.437], [-2.019, -0.036, -0.847], [0.134, -1.321, -0.168], [1.130, 1.626, 1.541], [0.134, 0.317, 2.220], [1.826, 0.023, 1.794], [-2.641, -0.795, -1.096], [-1.965, 0.650, -1.592], [0.487, -2.330, -0.033]],
  "forces_ev_per_a": [[-0.034, 0.034, 0.020], [0.062, 0.138, 0.150], [-0.285, -0.130, -0.518], [0.418, -0.029, 0.434], [0.259, -0.145, 0.107], [0.037, -0.069, 0.014], [-0.213, 0.002, -0.114], [-0.117, -0.124, -0.050], [0.043, 0.028, -0.169], [-0.152, 0.119, -0.045], [0.135, 0.012, 0.002], [-0.071, 0.049, 0.259], [-0.083, 0.114, -0.091]]
}

***

# 4
{
  "formula": "C4H6N2O",
  "method": "ωB97M-V with the def2-TZVPD basis set",
  "energy_ha": -340.652834,
  "homo_lumo_gap_ev": 9.25,
  "e_homo_ha": -0.3152,
  "elements": ["C", "C", "C", "N", "C", "N", "O", "H", "H", "H", "H", "H", "H"],
  "xyz": [[1.965, 0.264, 1.268], [0.635, -0.085, 1.250], [-0.452, 0.789, 0.939], [-1.200, 0.828, -0.115], [-0.771, -0.057, -1.122], [-1.627, -0.091, -2.176], [0.259, -0.722, -1.075], [2.377, 1.166, 0.800], [1.206, 0.221, 2.357], [2.702, -0.436, 1.665], [-0.771, 1.425, 1.773], [-1.469, -0.771, -2.900], [-2.515, 0.378, -2.110]],
  "forces_ev_per_a": [[0.028, -0.055, -0.138], [0.070, 0.257, -0.092], [-0.063, -0.087, 0.028], [0.233, -0.051, 0.119], [0.112, -0.137, -0.091], [-0.031, -0.058, -0.012], [-0.287, 0.222, 0.035], [-0.099, -0.118, 0.046], [-0.039, -0.007, 0.108], [-0.143, 0.094, -0.013], [0.070, -0.097, -0.115], [-0.007, 0.096, 0.095], [0.156, -0.057, 0.029]]
}

***

# 5
{
  "formula": "C4H6N2O",
  "method": "ωB97M-V with the def2-TZVPD basis set",
  "energy_ha": -340.689277,
  "homo_lumo_gap_ev": 9.83,
  "e_homo_ha": -0.3302,
  "smiles": "[H]/N=C/C(=C)/N=C/O",
  "elements": ["C", "C", "C", "N", "C", "O", "N", "H", "H", "H", "H", "H", "H"],
  "xyz": [[1.933, 0.565, -0.029], [0.743, 0.288, -0.565], [0.307, -1.143, -0.767], [-0.866, -1.363, -0.343], [-1.004, 0.694, 0.542], [-2.272, 0.921, 0.868], [-0.387, 1.126, -0.493], [2.077, 1.529, 0.451], [2.725, -0.174, 0.046], [-0.468, 0.178, 1.338], [1.008, -1.912, -1.102], [-1.190, -2.309, -0.225], [-2.606, 1.602, 0.279]],
  "forces_ev_per_a": [[-0.032, 0.016, -0.156], [0.295, -0.149, 0.320], [-0.236, -0.126, 0.204], [0.215, -0.416, -0.254], [0.098, 0.536, 0.327], [0.036, 0.669, 0.240], [-0.161, -0.177, 0.477], [0.153, -0.079, -0.252], [-0.073, 0.085, -0.208], [-0.303, -0.047, 0.121], [0.019, 0.172, 0.023], [0.281, -0.542, -0.449], [-0.292, 0.058, -0.394]]
}

***

# 6
{
  "formula": "C4H6N2O",
  "method": "ωB97M-V with the def2-TZVPD basis set",
  "energy_ha": -340.694386,
  "homo_lumo_gap_ev": 9.69,
  "e_homo_ha": -0.3322,
  "elements": ["C", "C", "C", "N", "C", "O", "N", "H", "H", "H", "H", "H", "H"],
  "xyz": [[-0.775, 1.584, 1.113], [-0.066, 0.490, 0.368], [1.072, -0.250, 0.863], [1.119, -1.242, -0.114], [0.073, -1.127, -0.979], [-0.076, -2.022, -1.956], [-0.680, -0.098, -0.755], [-1.651, 1.164, 1.617], [-1.119, 2.368, 0.433], [-0.114, 2.011, 1.871], [1.105, 0.916, 0.150], [1.836, -1.948, -0.179], [-0.867, -1.762, -2.451]],
  "forces_ev_per_a": [[0.025, 0.016, 0.015], [-0.152, 0.099, 0.284], [-0.252, -0.038, -0.247], [0.017, -0.086, -0.044], [0.058, 0.135, 0.122], [-0.132, 0.090, -0.029], [0.242, -0.213, 0.035], [0.120, 0.047, -0.077], [0.053, -0.110, 0.087], [-0.095, -0.059, -0.113], [0.118, 0.090, -0.064], [-0.103, 0.100, 0.003], [0.102, -0.071, 0.028]]
}

***

# 7
{
  "formula": "C4H6N2O",
  "method": "ωB97M-V with the def2-TZVPD basis set",
  "energy_ha": -340.664954,
  "homo_lumo_gap_ev": 8.89,
  "e_homo_ha": -0.2989,
  "elements": ["N", "C", "C", "O", "N", "C", "C", "H", "H", "H", "H", "H", "H"],
  "xyz": [[0.845, -1.162, 1.483], [0.306, -0.678, 0.395], [-0.075, 0.729, 0.509], [0.436, 1.506, 1.480], [-0.303, 1.262, -0.766], [-0.401, 0.199, -1.630], [-0.135, -0.977, -0.993], [0.697, -2.155, 1.614], [-0.927, -0.199, 0.948], [0.822, 0.817, 2.071], [-0.337, 2.242, -1.010], [-0.718, 0.370, -2.658], [-0.210, -1.953, -1.442]],
  "forces_ev_per_a": [[0.135, -0.497, -0.460], [0.758, -0.211, -0.069], [-0.376, -0.483, 0.189], [-0.068, -0.307, 0.194], [-0.301, -0.310, 0.241], [0.029, -0.197, 0.315], [0.147, -0.227, 0.028], [0.384, -0.131, -0.225], [-1.007, 2.700, -0.909], [0.173, 0.206, 0.111], [-0.123, -0.356, 0.259], [0.111, -0.175, 0.355], [0.138, -0.012, -0.030]]
}

***

# 8
{
  "formula": "C4H6N2O",
  "method": "ωB97M-V with the def2-TZVPD basis set",
  "energy_ha": -340.516709,
  "homo_lumo_gap_ev": 8.89,
  "e_homo_ha": -0.3107,
  "elements": ["C", "C", "C", "C", "H", "H", "H", "H", "H", "H", "N", "N", "O"],
  "xyz": [[-2.090, -0.555, 0.073], [-0.867, 0.267, -0.504], [-0.419, 1.497, -0.269], [1.212, 0.000, -0.121], [-3.183, -0.131, -0.111], [-1.587, -0.648, 1.618], [-2.173, -1.968, -0.215], [-0.691, 2.582, 0.181], [2.819, -1.305, -0.806], [3.324, 0.195, 0.402], [1.073, 1.418, 0.032], [2.489, -0.667, 0.001], [0.094, -0.686, -0.278]],
  "forces_ev_per_a": [[-0.858, -2.000, 1.672], [-4.117, -2.829, 2.377], [4.090, 3.507, 2.974], [2.929, 4.033, 1.171], [2.549, -0.777, 0.858], [-1.969, 0.299, -4.147], [0.614, 4.881, 0.602], [-0.547, -3.018, -1.989], [-0.835, 1.813, 1.804], [-3.567, -3.740, -2.186], [-2.742, -5.696, -2.042], [1.529, 2.871, 0.475], [2.924, 0.657, -1.570]]
}